# 1
Below is C28H35BBr3ClCsF4N3O3S as an isolated structure at a distorted geometry, with properties calculated with wB97M-V/def2-TZVPD.

Computed properties:
molar mass	988.55	g mol⁻¹
orbital gap	0.049	Eh
highest occupied orbital energy	-5.138	eV
LUMO energy	-3.79	eV

Cartesian coordinates (Å):
O  -3.2251  -0.3627  5.3540
C  -2.1307  -0.0589  4.6239
O  -0.8094  -0.7259  4.5537
C  0.0708  0.2516  3.8676
C  -0.9301  0.7468  2.6225
C  0.0259  1.8576  1.8842
C  -0.4756  3.4115  2.0303
C  -0.1630  4.1103  3.4810
S  -1.6071  5.3158  3.7956
C  -2.1763  1.2277  3.5722
C  -3.7193  1.1492  3.0274
C  -4.7384  2.3709  3.5345
C  -6.3304  2.4759  3.1571
C  -6.9854  1.2990  2.2202
C  -5.9893  0.0906  1.6875
C  -4.3688  -0.0159  2.0750
H  1.1700  -0.0514  3.6032
H  0.0993  1.1261  4.6777
H  -1.0239  -0.2658  2.0160
H  0.1197  1.6487  0.7130
H  1.1474  1.7948  2.2870
H  0.1064  4.0650  1.2187
H  -1.6061  3.4470  1.7167
H  -0.1738  3.3496  4.3907
H  0.8448  4.7064  3.5066
H  -2.4043  4.8163  4.8471
H  -2.0836  2.2017  4.2153
H  -4.2807  3.2314  4.2202
H  -6.9381  3.3910  3.6242
H  -8.1364  1.3801  1.9852
H  -6.5211  -0.7489  1.0262
H  -3.7103  -0.9101  1.6984
C  -9.8577  -0.9854  4.5684
Br  -8.5422  -0.2159  3.3593
Br  -9.1801  -1.1161  6.3871
Br  -11.5529  -0.0342  4.4940
H  -10.0490  -2.0072  4.2242
C  9.4111  2.8448  -4.4674
N  8.1026  2.3500  -3.9940
C  7.7608  1.0627  -4.2264
C  6.5482  0.5529  -3.7550
C  5.6737  1.3678  -3.0295
C  6.0544  2.7009  -2.8312
C  7.2708  3.1730  -3.3220
C  4.4118  0.8554  -2.4656
C  4.1650  0.9261  -1.0891
C  2.9516  0.4877  -0.5616
N  1.9922  -0.0089  -1.3716
C  2.2029  -0.1166  -2.7033
C  3.4074  0.3073  -3.2695
C  0.6917  -0.4247  -0.8112
H  9.4631  2.6834  -5.5471
H  10.1863  2.2771  -3.9450
H  9.5117  3.9089  -4.2425
H  8.4679  0.4478  -4.7780
H  6.3121  -0.4938  -3.9435
H  5.4063  3.3907  -2.2921
H  7.5844  4.2029  -3.1721
H  4.9170  1.3227  -0.4080
H  2.7413  0.5405  0.5042
H  1.3972  -0.5298  -3.3047
H  3.5358  0.2251  -4.3476
H  0.5263  -1.4706  -1.0801
H  -0.0757  0.2221  -1.2457
H  0.7007  -0.3147  0.2762
Cl  -0.6529  -2.8873  -1.6968
O  -3.8109  4.7021  0.5681
H  -3.4950  5.0233  1.3929
C  -1.4917  -6.7023  -4.0434
C  -2.5268  -5.5974  -3.9075
N  -3.3855  -4.6810  -3.7948
H  -0.5072  -6.2687  -4.2393
H  -1.4463  -7.2862  -3.1200
H  -1.7600  -7.3648  -4.8708
B  1.4471  -9.1789  -3.6149
F  2.6796  -9.2700  -2.8491
F  1.3799  -7.8842  -4.2729
F  1.4193  -10.2331  -4.6156
F  0.3096  -9.3283  -2.7219
Cs  -3.3529  -7.5004  -3.0567


# 2
Below is C28H35Cl4NO4SbSiTeZr as an isolated structure, with properties calculated with wB97M-V/def2-TZVPD.

Computed properties:
molar mass	960.07	g mol⁻¹
orbital gap	0.236	Eh
highest occupied orbital energy	-4.024	eV
LUMO energy	2.39	eV
net charge	-1
relative energy (zero: lowest compared OMol25 entry of this formula, charge and spin)	0.928	eV

Cartesian coordinates (Å):
Zr  0.3063  -0.9427  0.6734
Cl  1.9690  5.4021  2.6180
C  1.3860  4.0716  1.6853
C  0.6186  4.2918  0.5501
Cl  0.2404  5.9018  0.0529
C  0.1507  3.2071  -0.1967
Cl  -0.7743  3.4554  -1.6361
C  0.4349  1.8972  0.1777
O  0.0049  0.8260  -0.4790
C  1.2219  1.6803  1.3359
O  1.4850  0.4160  1.6740
C  1.6882  2.7621  2.0673
Cl  2.6458  2.4386  3.4684
C  2.1909  1.4126  -2.9811
Sb  2.3722  -0.4032  -1.8034
C  0.5016  -1.2344  -2.5400
C  3.6630  -1.3613  -3.2306
H  2.2400  1.1782  -4.0455
H  2.9922  2.1087  -2.7324
H  1.2353  1.8826  -2.7565
H  0.7400  -2.0727  -3.1925
H  -0.0373  -0.4560  -3.0786
H  -0.1645  -1.6532  -1.7758
H  3.1267  -1.4899  -4.1711
H  3.9839  -2.3314  -2.8590
H  4.5318  -0.7244  -3.4004
Te  2.5271  -3.8253  -0.4608
C  2.9377  -2.1204  2.3303
N  1.5134  -2.3946  2.1190
C  0.8753  -2.6570  3.4134
C  1.1042  -3.4439  1.1134
O  -0.0899  -2.9078  0.5959
H  3.4581  -3.0134  2.6915
H  3.0218  -1.3176  3.0627
H  3.4091  -1.8022  1.4059
H  1.3525  -3.5172  3.8975
H  -0.1798  -2.8731  3.2661
H  0.9702  -1.7867  4.0633
H  0.8961  -4.3881  1.6276
C  -4.9770  -1.6705  3.4022
C  -3.7609  -1.7635  2.4763
C  -2.8643  -2.9175  2.9404
C  -4.2388  -2.0442  1.0464
Si  -2.7131  -0.1710  2.4346
O  -1.3894  -0.4967  1.5567
C  -3.7211  1.1917  1.6193
C  -3.3408  1.6916  0.3721
C  -4.0963  2.6651  -0.2688
C  -5.2464  3.1615  0.3266
C  -5.6373  2.6830  1.5697
C  -4.8801  1.7094  2.2040
C  -2.1503  0.3992  4.1439
C  -3.0409  0.7027  5.1790
C  -2.5896  1.1511  6.4112
C  -1.2283  1.3134  6.6326
C  -0.3276  1.0291  5.6183
C  -0.7850  0.5749  4.3877
H  -5.5218  -2.6218  3.3958
H  -5.6733  -0.8941  3.0738
H  -4.6863  -1.4680  4.4352
H  -3.4441  -3.8455  3.0018
H  -2.4482  -2.7186  3.9333
H  -2.0449  -3.0757  2.2363
H  -4.8004  -2.9844  1.0146
H  -3.3905  -2.1418  0.3643
H  -4.8866  -1.2464  0.6757
H  -2.4414  1.3167  -0.1058
H  -3.7773  3.0419  -1.2313
H  -5.8333  3.9223  -0.1734
H  -6.5302  3.0690  2.0467
H  -5.2031  1.3560  3.1766
H  -4.1078  0.5883  5.0259
H  -3.2982  1.3796  7.1981
H  -0.8724  1.6686  7.5920
H  0.7343  1.1737  5.7755
H  -0.0707  0.3777  3.5966


# 3
Below is a 2-piece molecular cluster, C28H35ClO7S overall at a distorted geometry, with properties calculated with wB97M-V/def2-TZVPD.

Computed properties:
structure (SMILES)	CCC[C@]1(CCCCl)OS(=O)(=O)O[C@H]1OC[C@H](C)C(C)C.O=C1c2ccccc2C(=O)c2ccccc21
molar mass	551.10	g mol⁻¹
orbital gap	0.323	Eh
highest occupied orbital energy	-9.477	eV
LUMO energy	-0.70	eV

Cartesian coordinates (Å):
C  -2.4079  1.9479  -3.4216
C  -2.3816  0.8157  -2.3253
C  -2.7038  1.2999  -0.8598
C  -1.7860  2.4880  -0.3316
C  -2.3087  3.9471  -0.5903
C  -3.7630  4.1665  0.0173
C  -4.8750  4.1264  -1.1239
Cl  -6.2546  2.9945  -0.7049
O  -0.4760  2.1833  -0.9466
S  0.2725  1.0348  -0.0294
O  1.6957  1.3741  0.2656
O  0.2878  -0.3613  -0.5578
O  -0.6881  1.0399  1.3571
C  -1.5785  2.1522  1.2186
O  -1.5388  3.2085  2.1448
C  -0.1994  3.6496  2.4629
C  -0.0481  3.5538  4.0404
C  1.3657  4.0828  4.4918
C  -0.4215  2.1237  4.5953
C  0.4929  1.6190  5.7807
C  -1.8998  2.2097  5.1827
H  -1.7235  2.7749  -3.1207
H  -1.9612  1.5056  -4.3551
H  -3.4457  2.2769  -3.6634
H  -3.1833  0.0766  -2.5962
H  -1.4034  0.2822  -2.3545
H  -2.6459  0.3853  -0.2062
H  -3.7730  1.6574  -0.8156
H  -2.4068  4.1432  -1.6929
H  -1.6044  4.7233  -0.1981
H  -4.0126  3.4391  0.8236
H  -3.7726  5.2266  0.3865
H  -5.3061  5.1351  -1.3237
H  -4.4346  3.7441  -2.0765
H  -2.5770  1.6826  1.4551
H  -0.1373  4.7360  2.1799
H  0.6177  3.1209  1.9154
H  -0.7989  4.2946  4.4382
H  2.2010  3.4327  4.1451
H  1.3430  4.2568  5.5930
H  1.5082  5.0972  4.0213
H  -0.4371  1.3153  3.8245
H  0.1831  2.1661  6.7032
H  0.2298  0.5355  5.9437
H  1.5854  1.6475  5.5686
H  -2.6710  2.3114  4.3775
H  -2.1217  1.3658  5.8869
H  -1.9246  3.1443  5.8138
C  -0.2442  -4.5036  -0.7913
C  0.5051  -3.4037  -0.3815
C  1.8032  -3.2354  -0.8431
C  2.3615  -4.1741  -1.7080
C  1.6181  -5.2893  -2.0997
C  0.3098  -5.4452  -1.6477
C  2.2144  -6.3218  -2.9805
O  1.5660  -7.2925  -3.3257
C  3.6187  -6.1558  -3.4270
C  4.2129  -7.1448  -4.2081
C  5.5226  -6.9929  -4.6423
C  6.2415  -5.8488  -4.3060
C  5.6556  -4.8636  -3.5236
C  4.3460  -5.0188  -3.0741
C  3.7424  -3.9759  -2.2094
O  4.3723  -2.9782  -1.9126
H  -1.2608  -4.6289  -0.4373
H  0.0757  -2.6766  0.2958
H  2.3803  -2.3753  -0.5260
H  -0.2750  -6.3018  -1.9596
H  3.6568  -8.0351  -4.4750
H  5.9844  -7.7657  -5.2454
H  7.2615  -5.7280  -4.6514
H  6.2197  -3.9773  -3.2602